#A
Formula: C3H9NO2P
Source: the Open Molecules 2025 dataset
Level of theory: ωB97M-V/def2-TZVPD

LUMO level: 4.15 eV
spin multiplicity: 1
gap between HOMO and LUMO: 6.76 eV
SMILES: CCCON=[PH2][O-]
total charge: -1

Geometry as XYZ:
```
16
Properties=species:S:1:pos:R:3:mulliken_charge:R:1
C 1.83 -1.10 0.07 -1.070
C 1.39 0.33 0.40 -0.434
C 0.63 0.97 -0.78 -0.402
O -0.72 1.11 -0.47 -0.195
N -1.28 -0.24 -0.41 -0.633
P -2.73 -0.07 0.35 0.384
O -2.89 1.11 1.25 -0.673
H 1.02 -1.76 0.34 0.275
H 2.01 -1.21 -1.00 0.293
H 2.74 -1.41 0.59 0.333
H 0.71 0.33 1.24 0.264
H 2.26 0.93 0.70 0.369
H 0.69 0.33 -1.67 0.288
H 1.01 1.96 -1.04 0.243
H -2.94 -1.27 1.08 -0.017
H -3.75 -0.01 -0.64 -0.026
```

#B
Formula: C3H9NO2P
Source: the Open Molecules 2025 dataset
Level of theory: ωB97M-V/def2-TZVPD

LUMO level: 4.21 eV
spin multiplicity: 1
gap between HOMO and LUMO: 7.16 eV
total charge: -1

Geometry as XYZ:
```
16
Properties=species:S:1:pos:R:3:mulliken_charge:R:1
C 2.41 -1.03 -0.18 -1.102
C -1.14 2.42 -0.10 -0.365
C 1.54 0.13 0.29 -0.613
N -0.71 1.39 0.45 -0.314
O -3.52 -1.36 -0.11 -0.688
O -0.87 -1.15 0.35 -0.660
P -0.21 -0.05 -0.45 -0.137
H 1.95 -1.96 0.14 0.275
H 2.47 -1.04 -1.27 0.316
H 3.42 -0.97 0.23 0.339
H -1.18 2.61 -1.18 0.286
H -1.50 3.24 0.52 0.249
H -2.57 -1.13 0.03 0.452
H 1.97 1.08 -0.04 0.354
H 1.44 0.14 1.38 0.345
H -3.51 -2.32 -0.05 0.262
```

Need the numbers? Relative energies in eV: #A 2.442; #B 0.000.

#A
Formula: C2H9NO4
Source: the Open Molecules 2025 dataset
Level of theory: ωB97M-V/def2-TZVPD

LUMO level: 0.35 eV
spin multiplicity: 1
gap between HOMO and LUMO: 9.18 eV
SMILES: NCC(=O)O.O.O
total charge: 0

Geometry as XYZ:
```
16
Properties=species:S:1:pos:R:3:mulliken_charge:R:1
N 1.68 -2.06 -0.57 -0.412
C 0.30 -2.25 -0.36 -0.321
C -0.38 -0.75 0.06 0.543
O 0.28 0.11 0.62 -0.648
O -1.66 -0.75 -0.25 -0.489
H 2.15 -1.12 -0.51 0.174
H 2.25 -2.91 -0.53 0.169
H 0.00 -2.79 0.52 0.250
H -0.19 -2.77 -1.24 0.256
H -2.24 0.02 -0.02 0.453
O 2.03 3.28 -0.07 -0.633
H 1.27 3.33 -0.72 0.315
H 2.21 2.35 -0.17 0.316
O -2.27 1.42 0.58 -0.631
H -2.41 2.32 0.36 0.307
H -1.38 1.44 0.91 0.351
```

#B
Formula: C2H9NO4
Source: the Open Molecules 2025 dataset
Level of theory: ωB97M-V/def2-TZVPD

LUMO level: 0.20 eV
spin multiplicity: 1
gap between HOMO and LUMO: 9.58 eV
SMILES: CNC(=O)O.O.O
total charge: 0

Geometry as XYZ:
```
16
Properties=species:S:1:pos:R:3:mulliken_charge:R:1
C 1.64 -0.03 0.70 -0.886
N 1.14 0.55 -0.58 -0.272
C 0.43 -0.01 -1.75 0.614
O 0.43 0.81 -2.69 -0.600
O -0.18 -1.20 -1.58 -0.442
H 2.45 -0.70 0.47 0.304
H 2.19 0.86 1.15 0.333
H 0.95 -0.25 1.40 0.310
H 1.74 1.49 -0.76 0.263
H -0.28 -1.44 -0.62 0.401
O -1.63 1.60 3.41 -0.660
H -1.13 0.88 3.93 0.328
H -0.78 2.06 3.09 0.328
O -1.36 -1.64 0.90 -0.666
H -1.84 -2.11 0.28 0.315
H -1.84 -0.88 1.07 0.331
```

Need the numbers? Relative energies in eV: #A 0.000; #B 0.694.